# 1
Entry from the Open Molecules 2025 dataset: one molecule with the formula C3H7NO at a distorted geometry (the ωB97M-V functional and the def2-TZVPD basis).

Output
orbital gap	9.748	eV
multiplicity	1
relative energy (zero: lowest compared OMol25 entry of this formula, charge and spin)	282.9	kJ/mol
HOMO energy	-9.1308	eV
total energy	-248.418738	Ha

Atoms and positions in Å:
C (-1.07, -0.95, 0.10)
N (-0.73, 0.18, -0.74)
C (0.34, 0.95, -0.11)
C (1.64, 0.06, 0.11)
O (1.92, -0.99, -0.53)
H (-1.47, -0.56, 1.09)
H (-0.10, -1.48, 0.45)
H (-1.80, -1.84, -0.28)
H (-1.66, 0.71, -0.82)
H (-0.09, 1.48, 0.82)
H (0.57, 1.72, -0.88)
H (2.44, 0.71, 0.79)

---

# 2
Entry from the Open Molecules 2025 dataset: a 2-piece molecular cluster, C3H7NO overall at a distorted geometry (the ωB97M-V functional and the def2-TZVPD basis).

Output
orbital gap	9.104	eV
multiplicity	1
relative energy (zero: lowest compared OMol25 entry of this formula, charge and spin)	304.0	kJ/mol
HOMO energy	-9.1514	eV
total energy	-248.410712	Ha

Atoms and positions in Å:
C (1.38, -0.17, -1.70)
C (1.06, 0.49, -0.55)
N (-0.16, 0.39, 0.14)
C (-0.32, 1.13, 1.20)
H (0.70, -1.08, -2.11)
H (2.27, 0.16, -2.21)
H (1.81, 1.11, -0.09)
H (-0.95, 0.71, 2.01)
H (0.09, 2.14, 1.53)
O (-1.91, -2.01, 0.69)
H (-1.24, -1.46, 0.22)
H (-2.73, -1.41, 0.87)